Computed, not measured: a molecular structure, C40H47N3O9P2Re, with ωB97M-V/def2-TZVPD.

Gap between HOMO and LUMO (spin up / spin down) in eV: 7.082 / 7.183
Maximum force in hartree/bohr: 0.0101
Electronic energy in eV: -85846.375
Energy relative to the best compared isomer or geometry (same formula, charge and spin) in kcal per mole: 0.0
Highest occupied orbital energy (spin up / spin down) in eV: -8.2 / -8.2
Multiplicity: 2
Molecular weight in g mol⁻¹: 962.0

Element x y z (Å)
1 C -0.47 1.72 -4.04
2 C -1.29 -2.62 3.84
3 C -1.06 -1.16 4.21
4 H -1.25 3.66 -0.83
5 C -2.66 2.39 2.44
6 H -2.01 3.75 -2.42
7 C -4.08 -0.80 2.35
8 H -1.08 2.63 -3.94
9 C -2.78 -0.65 1.87
10 H 0.72 2.62 -5.60
11 H 1.39 2.86 -3.98
12 O 2.24 0.51 1.55
13 P -0.29 1.28 -2.22
14 H 0.13 -4.44 -2.22
15 H 6.18 -3.91 -0.28
16 H -3.27 1.73 -3.34
17 H 0.91 -0.64 -3.98
18 C 2.90 -1.91 -0.67
19 H 1.11 -1.33 4.11
20 C 0.60 -2.60 -3.24
21 C 4.26 3.58 -0.25
22 H 2.40 4.63 -0.23
23 C -3.46 -1.50 -0.27
24 C 2.92 3.72 0.03
25 C -1.22 0.79 -5.00
26 H -0.66 -0.11 -5.22
27 O 4.36 5.66 -1.21
28 H -7.13 -0.65 1.64
29 H -2.55 2.69 5.09
30 H -3.00 3.55 -0.98
31 H -1.78 -0.85 4.97
32 C 4.34 -3.33 0.64
33 C -2.05 3.26 -1.44
34 N 4.98 4.66 -0.93
35 C 0.35 -0.93 4.77
36 C -6.50 -1.45 2.03
37 H 5.73 -2.67 -2.37
38 H 0.89 -4.14 -4.71
39 C -3.18 1.23 -2.38
40 Re 0.35 -0.14 1.20
41 C 4.28 1.42 0.74
42 H -2.19 0.49 -4.62
43 C -4.75 -1.65 0.22
44 H -4.10 1.43 -1.82
45 C 2.23 2.69 0.63
46 C -5.08 -1.30 1.53
47 C 2.23 -2.57 1.68
48 C -2.47 -0.98 0.55
49 H 1.59 -2.58 -5.15
50 C -0.71 -1.35 -1.12
51 C 5.26 -3.36 -0.39
52 O 4.73 -0.31 2.18
53 H -2.72 3.44 2.74
54 C -0.25 -0.56 -2.18
55 P -1.35 -0.04 2.78
56 H 0.43 -1.44 5.73
57 H -6.53 -1.41 3.12
58 H -3.20 1.07 4.91
59 H -0.61 -2.92 3.04
60 C 3.83 -1.94 -1.70
61 C 1.41 -3.27 -4.32
62 N 5.06 0.26 1.17
63 C 0.77 2.87 0.88
64 H 1.98 -1.37 -0.81
65 H -3.13 0.15 -2.56
66 C -1.98 1.74 -1.59
67 N -1.13 -0.77 0.13
68 H 4.53 -3.84 1.58
69 C 4.95 2.43 0.10
70 C 5.01 -2.66 -1.56
71 C -2.29 1.67 4.83
72 O 6.17 4.50 -1.13
73 H -6.93 -2.40 1.71
74 H -3.66 1.97 2.46
75 H -1.37 1.31 -5.95
76 H 6.01 2.33 -0.12
77 C 0.87 2.15 -4.63
78 H -2.02 1.31 -0.58
79 C 2.89 1.49 1.00
80 C 3.16 -2.60 0.51
81 H -0.76 2.16 3.40
82 H -1.06 -3.24 4.71
83 H -0.97 -3.32 -0.32
84 H -3.23 -1.79 -1.29
85 O 0.02 1.78 0.95
86 O 0.28 3.97 0.99
87 C 0.03 -3.36 -2.22
88 H 2.37 -3.60 -3.93
89 H 1.54 1.30 -4.78
90 O 6.02 -0.04 0.48
91 O 2.43 -3.16 2.71
92 O 1.10 -1.87 1.50
93 H -2.28 2.37 1.42
94 C -0.60 -2.74 -1.16
95 C -1.73 1.65 3.41
96 H -2.31 -2.82 3.53
97 H -1.57 1.31 5.56
98 H 3.63 -1.39 -2.62
99 H 0.56 0.13 4.94
100 H -5.51 -2.06 -0.43
101 C 0.45 -1.23 -3.20
102 H -4.31 -0.54 3.37

Computed, not measured: a molecular structure, C40H47N4O5P2Si2Tl, with ωB97M-V/def2-TZVPD.

Gap between HOMO and LUMO in eV: 6.312
Maximum force in hartree/bohr: 0.0047
Electronic energy in eV: -97471.450
Energy relative to the best compared isomer or geometry (same formula, charge and spin) in kcal per mole: 0.0
Highest occupied orbital energy in eV: -2.1
Net charge: -2
Molecular weight in g mol⁻¹: 986.3

Element x y z (Å)
1 C -1.92 -3.67 -2.39
2 C -1.92 -4.66 -1.32
3 C -2.18 -5.99 -1.60
4 C 2.59 4.07 4.81
5 H 3.92 -5.22 -0.01
6 H 6.18 1.67 1.21
7 C 2.33 2.25 3.26
8 H 4.23 2.98 3.95
9 C 5.24 1.88 0.71
10 C 3.83 3.36 -0.54
11 H -3.97 -1.03 -3.95
12 H -2.77 1.95 3.30
13 H 0.61 -2.64 -2.92
14 P -0.14 1.36 2.21
15 H 2.29 1.85 -3.63
16 O -2.94 -8.17 -4.29
17 H 3.22 4.72 5.40
18 C -2.07 3.92 -0.80
19 Si -1.30 3.91 0.93
20 H -2.66 5.92 1.57
21 C 4.11 -3.19 -0.68
22 H -0.41 0.11 -4.97
23 H 2.76 1.47 2.64
24 C -2.19 -4.19 -3.72
25 C -2.45 -5.50 -3.96
26 N -2.72 -7.80 -3.13
27 C -3.20 0.47 4.82
28 H 4.04 -1.12 -1.22
29 C -0.73 -0.60 4.15
30 C 3.57 -1.92 -0.65
31 C -2.42 1.08 3.84
32 H -3.06 3.45 -0.74
33 C -1.65 -4.34 0.08
34 H -1.71 -5.25 0.73
35 H 1.90 2.57 -1.09
36 N -3.77 1.36 -2.96
37 H -4.00 -1.38 -2.24
38 C 0.30 4.92 0.83
39 H -0.76 1.28 -3.68
40 C 3.03 1.15 0.04
41 H -2.18 -3.47 -4.53
42 H 1.86 -4.77 1.29
43 P 1.59 0.00 0.07
44 C 2.43 -1.64 0.10
45 H -3.44 4.42 2.10
46 C -4.57 -0.92 -3.05
47 C 2.84 2.39 -0.58
48 H -2.65 -5.87 -4.96
49 C 2.49 0.78 -3.72
50 O -2.71 -8.59 -2.19
51 C 1.21 4.19 4.88
52 H 5.81 3.87 0.13
53 C 1.40 -2.04 -3.37
54 C -2.48 4.93 2.01
55 H 0.12 5.93 0.45
56 H -2.86 0.96 -3.11
57 C 5.03 3.11 0.10
58 C -4.81 0.53 -2.70
59 H -1.45 3.33 -1.48
60 C -1.18 0.55 3.50
61 C 2.35 -3.97 0.76
62 C -2.74 -0.66 5.47
63 C 0.40 3.36 4.11
64 H -4.17 0.88 5.07
65 C -0.50 0.23 -3.88
66 H 0.76 4.95 5.51
67 C -2.45 -6.43 -2.89
68 H 1.38 -2.19 -4.45
69 H 5.01 -3.39 -1.27
70 H -5.53 -1.43 -3.17
71 H 0.22 -1.02 3.84
72 Tl -1.50 -0.21 -0.19
73 Si 1.07 -0.23 -2.96
74 H 3.43 0.58 -3.20
75 H -3.78 2.26 -2.49
76 H 2.63 0.54 -4.78
77 C 4.25 0.91 0.68
78 H -1.15 -2.10 5.62
79 N -1.13 2.34 1.44
80 H -1.30 -0.43 -3.53
81 H 0.93 -2.46 1.37
82 H 4.41 -0.04 1.17
83 C -1.51 -1.20 5.13
84 C 3.50 -4.22 0.02
85 H 3.66 4.32 -1.01
86 C 0.95 2.39 3.29
87 H 1.03 4.43 0.19
88 H 2.36 -2.40 -2.99
89 C 0.64 0.12 1.42
90 H -3.35 -1.14 6.23
91 O -1.72 -2.46 -2.21
92 C 3.15 3.09 4.01
93 C 1.83 -2.68 0.81
94 H -2.19 4.92 -1.21
95 H -2.08 5.07 3.01
96 H 0.76 5.01 1.82
97 H -0.68 3.47 4.16
98 O -5.86 0.93 -2.23
99 O -1.39 -3.27 0.57
100 H -2.18 -6.72 -0.79
101 N 0.84 0.13 -1.33